Density functional theory data (the ωB97M-V functional and the def2-TZVPD basis) for a gas-phase ion, C5H10N (charge +1).

XYZ file:
```
16
Properties=species:S:1:pos:R:3:mulliken_charge:R:1
C -2.4955 -0.7499 -0.0019 -1.1640
H -2.7527 -0.7436 1.0314 0.3249
C 2.5203 0.5988 0.0237 -0.8027
H 1.0669 0.3612 -1.3271 0.2945
C -0.8836 1.2687 -0.0720 -0.2069
C 0.1863 -0.6736 0.2160 -0.2084
H -3.2747 -0.4370 -0.6001 0.4426
C -1.1380 0.0176 -0.0295 0.2887
H 0.2341 -0.5958 1.3221 0.2547
N 1.1813 0.2440 -0.3964 -0.2353
H 0.2860 -1.7596 -0.0779 0.4107
H -1.2547 2.2518 -0.2120 0.3714
H 2.6601 0.5297 1.0808 0.3122
H 2.7912 1.6812 -0.2183 0.2755
H 3.1203 -0.1837 -0.4284 0.3451
H -2.2473 -1.8097 -0.3105 0.2971
```

Properties
Energy relative to the best compared isomer or geometry (same formula, charge and spin) = 416.96 kJ/mol
DFT total energy = -6825.8805 eV
Charge = +1
HOMO (alpha / beta) = -14.443 / -14.432 eV
E_LUMO (alpha / beta) = -0.2323 / -0.2326 hartree
F_max = 0.100 Eh/bohr